Molecular formula: C4H3FO6Zn
Method: DFT, the ωB97M-V functional and the def2-TZVPD basis

Summary:
Energy above the lowest of the compared OMol25 structures with the same formula, charge and spin ... 0.0 kJ/mol
Gap between HOMO and LUMO (spin up / spin down) ... 8.10 / 6.27 eV
DFT total energy ... -2484.5118 a.u.
HOMO energy (spin up / spin down) ... -14.053 / -14.042 eV
Net charge ... +1
E_LUMO (spin up / spin down) ... -5.9 / -7.8 eV
2S+1 ... 2

Each line ends with the natural charge from an NBO analysis.
Positions of all 15 atoms, in Å:
C1 -0.22 -0.26 -1.58  0.49
C2 -0.69 1.12 -2.07  -0.14
O1 -1.59 1.81 -1.18  -0.43
C3 -1.16 2.48 -0.16  0.97
O2 -0.10 2.36 0.44  -0.80
O3 -1.99 3.37 0.27  -0.08
O4 -0.03 -0.40 -0.30  -1.02
F1 -1.21 -1.16 -2.00  -0.35
H1 -1.21 1.06 -3.02  0.26
H2 0.21 1.74 -2.19  0.18
O5 4.43 0.95 -1.05  -0.33
C4 3.37 0.96 -0.58  1.09
O6 2.58 1.16 0.29  -0.71
Zn1 0.83 0.71 0.86  1.79
H3 0.90 -0.43 -2.13  0.09